[1]
The following is a quantum chemistry calculation of a molecular structure, C38H40N4OsPSi, from OMol25.

```
! wB97M-V def2-TZVPD RIJCOSX def2/J DEFGRID3
* xyz 3 1
Os -0.269 -0.287 -0.740
N -0.587 0.185 -2.738
C 0.284 -0.522 -3.705
C -0.224 -1.151 -4.802
C 0.667 -1.733 -5.732
C 2.019 -1.654 -5.534
C 2.545 -1.023 -4.380
C 3.925 -0.932 -4.078
C 4.317 -0.348 -2.908
C 3.331 0.133 -2.018
N 2.043 0.077 -2.263
C 1.660 -0.468 -3.442
H -1.539 0.039 -3.082
H -0.437 1.192 -2.870
H -1.291 -1.178 -5.001
H 0.267 -2.222 -6.609
H 2.703 -2.087 -6.252
H 4.653 -1.333 -4.774
H 5.361 -0.260 -2.644
H 3.632 0.568 -1.070
N -1.945 -1.603 -1.125
C -3.263 -1.289 -0.549
C -4.342 -2.124 -0.780
C -5.575 -1.782 -0.242
C -5.728 -0.625 0.514
C -4.641 0.196 0.757
C -3.400 -0.141 0.214
P -1.888 0.747 0.532
C -1.649 1.076 2.263
C -1.311 0.020 3.111
C -1.213 0.244 4.473
C -1.464 1.512 4.987
C -1.815 2.559 4.145
C -1.910 2.349 2.777
C -1.756 2.200 -0.501
C -0.768 3.171 -0.276
C -0.665 4.256 -1.130
C -1.530 4.377 -2.212
C -2.508 3.414 -2.448
C -2.623 2.327 -1.599
H -2.100 -1.765 -2.124
H -1.662 -2.520 -0.778
H -4.234 -3.028 -1.370
H -6.427 -2.427 -0.413
H -6.698 -0.372 0.921
H -4.750 1.086 1.365
H -1.138 -0.972 2.711
H -0.954 -0.570 5.137
H -1.398 1.682 6.054
H -2.024 3.539 4.553
H -2.197 3.166 2.127
H -0.105 3.089 0.577
H 0.081 5.018 -0.949
H -1.452 5.234 -2.868
H -3.192 3.527 -3.279
H -3.409 1.597 -1.761
C -1.018 -3.848 1.346
Si 0.714 -3.183 1.086
C 1.363 -2.172 2.511
C 1.889 -4.553 0.659
C 0.612 -2.118 -0.514
H -1.038 -4.498 2.226
H -1.315 -4.483 0.505
H -1.794 -3.093 1.497
H 1.385 -2.788 3.415
H 0.774 -1.282 2.734
H 2.395 -1.869 2.306
H 1.952 -5.255 1.495
H 2.897 -4.175 0.470
H 1.567 -5.118 -0.218
H 1.625 -1.777 -0.785
H 0.268 -2.785 -1.313
N 1.147 0.584 0.509
C 1.905 1.085 1.215
C 2.857 1.732 2.046
C 3.311 1.095 3.208
C 4.238 1.743 4.001
C 4.706 3.002 3.640
C 4.253 3.629 2.484
C 3.324 3.001 1.678
H 2.944 0.114 3.472
H 4.602 1.267 4.901
H 5.436 3.500 4.266
H 4.628 4.606 2.214
H 2.965 3.475 0.772
*
```

Computed properties:
strongest force on any atom: 0.8 eV/A
E_tot: -2411.72084 a.u.
gap between HOMO and LUMO (spin up / spin down): 6.94 / 6.94 eV

=====

[2]
The following is a quantum chemistry calculation of a molecular structure, C38H41FMoN9O6S2, from OMol25.

```
! wB97M-V def2-TZVPD RIJCOSX def2/J DEFGRID3
* xyz 1 3
Mo 0.496 0.033 0.565
S 0.458 -0.403 3.050
C 1.772 0.727 3.087
C 2.399 1.305 4.193
C 3.418 2.205 3.966
C 3.807 2.510 2.658
C 3.145 1.897 1.621
N 2.148 1.029 1.843
H 2.066 1.052 5.191
H 3.920 2.677 4.802
H 4.615 3.197 2.454
H 3.422 2.065 0.588
C -1.666 2.342 -2.400
C -2.798 1.414 -1.959
C -2.704 0.039 -2.607
C -3.049 1.452 -0.446
C -3.953 2.457 -0.092
C -4.413 2.632 1.197
C -4.019 1.732 2.166
C -3.113 0.717 1.886
C -2.859 -0.290 2.999
C -2.409 0.374 4.302
C -4.118 -1.126 3.265
C -2.548 0.635 0.595
N -1.462 -0.340 0.422
C -1.916 -1.692 0.422
C -3.238 -2.073 0.223
C -3.590 -3.415 0.176
C -2.634 -4.410 0.334
C -1.309 -4.052 0.547
C -1.011 -2.718 0.591
F 0.291 -2.331 0.845
H -1.713 2.506 -3.480
H -0.704 1.903 -2.169
H -1.743 3.318 -1.911
H -3.707 1.861 -2.366
H -1.861 -0.541 -2.252
H -2.605 0.159 -3.689
H -3.606 -0.545 -2.429
H -4.320 3.109 -0.876
H -5.115 3.423 1.428
H -4.440 1.803 3.161
H -2.080 -0.975 2.675
H -3.213 0.969 4.740
H -1.543 1.023 4.159
H -2.130 -0.387 5.033
H -4.940 -0.496 3.614
H -3.914 -1.868 4.039
H -4.453 -1.652 2.372
H -3.995 -1.310 0.103
H -4.626 -3.681 0.015
H -2.911 -5.454 0.292
H -0.525 -4.785 0.681
S 2.933 -0.964 -0.231
C 3.208 -2.169 0.982
N 3.681 -1.857 2.180
C 3.794 -2.815 3.282
C 4.092 -4.187 2.704
C 3.037 -4.534 1.669
N 2.936 -3.439 0.704
H 3.888 -0.882 2.330
H 2.858 -2.824 3.846
H 4.588 -2.478 3.945
H 4.095 -4.936 3.495
H 5.078 -4.182 2.238
H 2.065 -4.686 2.147
H 3.293 -5.442 1.127
H 2.495 -3.589 -0.191
N 1.295 4.923 -1.590
C 0.685 4.217 -0.604
C 0.810 2.821 -0.542
N 0.181 2.133 0.400
C -0.539 2.790 1.323
C -0.613 4.168 1.256
N -0.018 4.882 0.308
H 1.620 4.461 -2.422
H 1.067 5.901 -1.660
H 1.370 2.263 -1.278
H -1.040 2.219 2.085
H -1.186 4.709 1.999
O 0.517 -1.946 -1.907
C 0.789 -0.819 -2.263
O 0.785 0.237 -1.486
C 1.231 -0.517 -3.661
C 1.453 0.788 -4.072
C 1.843 1.022 -5.371
C 2.020 0.013 -6.293
C 1.801 -1.273 -5.842
C 1.407 -1.566 -4.553
N 1.996 -2.397 -6.791
O 1.863 -3.518 -6.353
O 2.258 -2.114 -7.938
N 2.081 2.425 -5.785
O 2.105 3.265 -4.905
O 2.288 2.634 -6.955
H 1.338 1.613 -3.389
H 2.316 0.213 -7.312
H 1.233 -2.586 -4.245
*
```

Computed properties:
strongest force on any atom: 0.6 eV/A
E_tot: -3381.08230 a.u.
gap between HOMO and LUMO (spin up / spin down): 6.66 / 7.06 eV

=====

[3]
The following is a quantum chemistry calculation of 11 unconnected molecules or ions with the total composition C38H41N11O8 in a non-equilibrium geometry, from OMol25.

```
! wB97M-V def2-TZVPD RIJCOSX def2/J DEFGRID3
* xyz 1 2
C -5.728 -2.393 -0.498
C -7.057 -1.851 -0.732
N -8.100 -1.376 -0.789
H -5.867 -3.314 0.069
H -5.080 -1.675 0.005
H -5.255 -2.632 -1.450
C 0.591 -6.668 -2.106
C 1.022 -8.005 -2.210
N 1.366 -9.126 -2.280
H 1.126 -6.413 -1.191
H -0.475 -6.439 -2.112
H 0.989 -6.118 -2.959
C -5.439 3.534 0.152
C -6.578 3.495 -0.799
N -7.379 3.488 -1.639
H -5.781 4.208 0.937
H -4.666 3.944 -0.498
H -4.974 2.585 0.419
C -2.216 5.238 -2.006
C -1.858 4.393 -0.877
N -1.473 3.733 -0.035
H -2.399 4.499 -2.786
H -1.334 5.864 -2.144
H -3.153 5.769 -1.839
C -7.306 -0.055 -3.690
C -6.118 0.300 -2.875
N -5.250 0.623 -2.177
H -7.930 -0.435 -2.881
H -7.326 -0.649 -4.603
H -7.942 0.811 -3.875
C -2.118 0.566 -3.512
C -2.821 -0.582 -4.028
N -3.392 -1.523 -4.477
H -2.180 1.374 -4.242
H -1.042 0.391 -3.489
H -2.423 0.972 -2.547
C -0.130 -2.830 -3.940
C 0.824 -1.921 -3.450
N 1.619 -1.244 -2.998
H -0.579 -3.202 -3.019
H 0.171 -3.725 -4.484
H -0.875 -2.303 -4.538
C -1.905 0.464 0.424
C -2.353 -0.586 -0.362
C -1.479 -1.658 -0.557
C -0.154 -1.672 -0.069
C 0.255 -0.589 0.714
C -0.501 0.490 0.944
N 0.705 -2.877 -0.196
O 0.201 -3.875 -0.681
O 1.887 -2.867 0.228
H -2.499 1.363 0.478
H -3.347 -0.547 -0.783
H -1.796 -2.572 -1.038
H 1.252 -0.650 1.124
H -0.149 1.404 1.399
C 6.093 -3.702 3.698
C 5.532 -2.549 3.185
C 4.152 -2.428 3.095
C 3.379 -3.551 3.486
C 3.945 -4.707 4.005
C 5.293 -4.812 4.082
N 1.877 -3.465 3.380
O 1.178 -4.542 3.548
O 1.362 -2.386 3.470
H 7.139 -3.969 3.728
H 6.160 -1.716 2.905
H 3.779 -1.529 2.626
H 3.299 -5.513 4.320
H 5.804 -5.617 4.590
C 3.724 2.768 0.418
C 2.337 2.853 0.436
C 1.622 2.592 -0.756
C 2.297 2.203 -1.895
C 3.680 2.227 -1.962
C 4.367 2.443 -0.765
N 1.511 1.997 -3.097
O 0.285 2.180 -3.122
O 2.071 1.592 -4.120
H 4.289 3.062 1.290
H 1.909 3.098 1.396
H 0.555 2.448 -0.670
H 4.156 2.050 -2.915
H 5.440 2.563 -0.767
C 4.588 4.964 3.933
C 3.224 5.253 3.772
C 2.363 4.142 3.896
C 2.802 2.803 4.006
C 4.176 2.600 4.165
C 5.107 3.705 4.194
N 1.844 1.712 4.199
O 0.646 1.941 4.239
O 2.292 0.570 4.392
H 5.227 5.831 4.017
H 2.838 6.250 3.614
H 1.308 4.373 3.918
H 4.611 1.617 4.265
H 6.157 3.516 4.365
*
```

Computed properties:
strongest force on any atom: 5.4 eV/A
E_tot: -2675.98583 a.u.
gap between HOMO and LUMO (spin up / spin down): 6.57 / 3.27 eV